Entry 1:
This record from the Open Molecules 2025 dataset describes a 2-piece molecular cluster, C4H2S overall at a distorted geometry. The level of theory is ωB97M-V/def2-TZVPD.

Structure (XYZ):
```
7
C4H2S ωB97M-V/def2-TZVPD
C -1.881 1.607 -0.279
C 2.096 -0.900 0.570
C -1.918 0.419 -0.551
C 1.088 -1.120 -0.093
S -0.191 -1.417 -1.052
H -2.024 2.495 0.145
H 2.831 -1.084 1.259
```

## Properties
Energy relative to the best compared isomer or geometry (same formula, charge and spin) = 4.539 eV
LUMO (spin up / spin down) = -2.96 / -2.98 eV

=====

Entry 2:
This record from the Open Molecules 2025 dataset describes C25H40BeCl4N3O3Si as an isolated structure at a distorted geometry. The level of theory is ωB97M-V/def2-TZVPD.

Structure (XYZ):
```
77
C25H40BeCl4N3O3Si ωB97M-V/def2-TZVPD
C 2.721 -2.208 -3.051
C 2.007 -1.572 -4.203
H 2.775 -3.294 -3.180
H 2.214 -1.995 -2.098
H 3.754 -1.835 -2.969
C 1.816 -2.159 -5.389
C 2.418 -3.463 -5.777
H 1.191 -1.678 -6.139
H 2.372 -4.212 -4.974
H 3.476 -3.364 -6.065
H 1.888 -3.868 -6.646
Be 1.111 -0.149 3.563
Cl 2.427 1.054 4.464
Cl 1.730 -1.132 1.918
C 0.347 2.026 2.640
O -0.095 0.910 3.026
N -0.311 2.961 1.970
C -1.746 2.864 1.769
C 0.425 4.026 1.286
H 1.387 2.311 2.842
H -2.144 2.172 2.510
H -1.968 2.489 0.763
H -2.192 3.856 1.885
H 1.457 4.043 1.659
H -0.037 5.001 1.474
H 0.464 3.862 0.199
H 0.563 -4.501 2.945
H -0.337 -3.019 1.135
C -0.411 -4.514 3.456
C -1.328 -3.273 1.540
N -1.224 -3.407 2.973
H -0.258 -4.415 4.540
C -1.959 -2.616 3.814
O -3.015 -2.038 3.561
H -2.053 -2.485 1.313
H -1.428 -2.512 4.789
H -0.903 -5.475 3.220
H -1.636 -4.238 1.109
O 0.167 -0.399 -3.282
C 1.426 -0.198 -3.919
C 0.065 0.678 -5.887
C 1.251 0.690 -5.146
H -0.770 0.057 -5.544
C -0.025 1.448 -7.052
H 2.119 0.296 -3.220
C 2.324 1.508 -5.534
H -0.957 1.443 -7.615
C 1.070 2.197 -7.493
C 2.244 2.228 -6.728
H 3.217 1.529 -4.897
H 1.010 2.760 -8.427
H 3.104 2.811 -7.060
Si -0.666 0.455 -2.125
Cl 0.687 -1.589 4.959
C -2.456 0.064 -2.450
C -0.327 2.278 -2.272
C -0.202 -0.244 -0.470
H -2.701 0.197 -3.512
H -3.103 0.722 -1.853
H -2.672 -0.978 -2.174
H -0.290 -1.345 -0.478
H -0.855 0.142 0.330
H 0.834 -0.009 -0.186
H -0.482 2.621 -3.304
H 0.696 2.545 -1.978
H -1.024 2.826 -1.623
Cl -1.493 3.889 8.162
C -1.481 2.234 7.746
C -2.052 1.267 8.586
C -2.042 -0.070 8.199
C -1.470 -0.384 6.953
N -0.959 0.548 6.164
C -0.912 1.823 6.508
H -2.493 1.574 9.523
H -2.447 -0.881 8.799
H -1.401 -1.414 6.594
H -0.432 2.527 5.832
```

## Properties
Energy relative to the best compared isomer or geometry (same formula, charge and spin) = 0.157 eV
LUMO = 2.23 eV
Total charge = -1

=====

Entry 3:
This record from the Open Molecules 2025 dataset describes a 6-piece molecular cluster, C26H58Cl2N6O8P2 overall at a distorted geometry. The level of theory is ωB97M-V/def2-TZVPD.

Structure (XYZ):
```
102
C26H58Cl2N6O8P2 ωB97M-V/def2-TZVPD
Cl -7.035 -13.227 -7.313
C -7.912 -14.430 -6.360
C -7.320 -15.833 -6.631
Cl -6.155 -16.238 -5.300
H -8.919 -14.390 -6.776
H -7.907 -14.059 -5.335
H -6.838 -16.088 -7.576
H -8.180 -16.503 -6.649
O -10.958 -15.431 -12.330
P -9.464 -15.570 -12.387
N -8.998 -17.278 -12.476
C -8.908 -18.191 -11.345
C -9.260 -17.941 -13.717
N -8.501 -14.831 -11.155
C -8.951 -13.532 -10.789
C -7.027 -15.125 -10.924
N -8.729 -14.877 -13.777
C -7.313 -15.145 -14.098
C -9.255 -13.761 -14.511
H -8.011 -18.810 -11.312
H -9.749 -18.882 -11.281
H -8.967 -17.652 -10.400
H -10.050 -18.691 -13.669
H -8.370 -18.511 -13.984
H -9.295 -17.171 -14.488
H -10.038 -13.468 -10.737
H -8.594 -13.176 -9.822
H -8.641 -12.740 -11.470
H -6.751 -16.175 -11.018
H -6.350 -14.642 -11.629
H -6.722 -14.864 -9.910
H -6.730 -14.294 -13.747
H -6.882 -16.005 -13.587
H -7.165 -15.217 -15.175
H -8.470 -13.239 -15.057
H -9.652 -13.038 -13.799
H -10.022 -14.008 -15.245
O -7.308 -22.668 -2.972
P -6.997 -21.323 -3.559
N -6.582 -20.247 -2.281
C -5.346 -20.504 -1.543
C -7.630 -19.733 -1.376
N -8.306 -20.576 -4.361
C -9.304 -21.393 -4.992
C -8.497 -19.112 -4.485
N -5.683 -21.234 -4.599
C -5.398 -22.181 -5.700
C -5.115 -19.905 -4.902
H -4.988 -19.642 -0.980
H -4.599 -20.782 -2.286
H -5.475 -21.347 -0.864
H -8.563 -19.533 -1.904
H -7.330 -18.792 -0.915
H -7.680 -20.388 -0.507
H -8.920 -22.208 -5.606
H -9.757 -21.902 -4.141
H -10.090 -20.811 -5.473
H -8.527 -18.799 -5.528
H -9.517 -18.896 -4.167
H -7.772 -18.571 -3.877
H -4.563 -21.793 -6.284
H -5.147 -23.159 -5.287
H -6.261 -22.556 -6.250
H -4.047 -19.997 -5.100
H -5.232 -19.281 -4.016
H -5.489 -19.360 -5.769
O -1.819 -21.654 -10.527
C -0.697 -21.983 -10.254
O 0.375 -21.369 -10.846
C 1.586 -21.897 -10.416
C 1.136 -23.287 -9.994
C -0.225 -23.071 -9.316
H 1.969 -21.297 -9.591
H 2.363 -21.895 -11.181
H 1.884 -23.773 -9.367
H 0.969 -24.008 -10.795
H -0.217 -22.724 -8.283
H -0.846 -23.960 -9.427
O -5.232 -18.586 -11.956
C -5.254 -18.956 -10.771
O -5.884 -18.224 -9.811
C -5.962 -18.886 -8.544
C -5.041 -20.067 -8.608
C -4.707 -20.288 -10.115
H -7.021 -19.145 -8.532
H -5.749 -18.179 -7.742
H -5.622 -20.930 -8.283
H -4.165 -20.098 -7.960
H -5.105 -21.214 -10.529
H -3.632 -20.187 -10.266
O -7.849 -21.302 -10.444
C -8.756 -21.786 -9.769
O -10.052 -21.589 -10.017
C -10.934 -22.367 -9.179
C -10.056 -22.760 -8.077
C -8.612 -22.740 -8.550
H -11.323 -23.286 -9.618
H -11.689 -21.764 -8.676
H -10.491 -23.643 -7.609
H -10.086 -21.975 -7.322
H -8.317 -23.712 -8.944
H -7.870 -22.310 -7.877
```

## Properties
Expectation value of S² = 0.7603
LUMO (spin up / spin down) = -1.91 / -6.70 eV
Total charge = +1
Spin multiplicity = 2